No. 1
{
  "formula": "C37H35Cl5N3O5PS4TeTi",
  "method": "wB97M-V/def2-TZVPD",
  "elements": ["C", "H", "C", "C", "O", "O", "H", "H", "C", "Cl", "H", "C", "C", "Cl", "H", "H", "Te", "C", "H", "H", "H", "C", "N", "H", "H", "H", "C", "C", "C", "C", "C", "H", "Cl", "H", "C", "C", "H", "H", "N", "H", "C", "S", "C", "H", "H", "C", "C", "C", "N", "C", "C", "Cl", "C", "O", "Cl", "H", "C", "H", "S", "H", "C", "C", "H", "C", "H", "C", "H", "S", "Ti", "H", "H", "H", "S", "C", "H", "O", "C", "H", "C", "C", "P", "H", "C", "H", "H", "C", "H", "H", "C", "C", "C", "O"],
  "coordinates": [[-1.7161, 1.5763, -3.5261], [-3.4194, 2.8354, 3.3419], [-2.7903, 2.9520, -1.7369], [0.3495, 2.3307, 1.6875], [2.7605, -3.5288, -0.3525], [0.6383, -3.2646, -0.9337], [6.9364, 4.3450, -3.1913], [1.4762, 3.7936, 2.7800], [0.4306, 3.5326, 2.6013], [-4.5560, -3.8938, 3.6174], [-2.6144, 2.1318, -1.0528], [4.4351, 2.3740, -2.0241], [-2.8265, 0.9748, 4.2358], [-5.8659, -5.3307, 1.2078], [0.8141, 1.4496, 2.1355], [-3.6848, 4.1764, -0.2381], [-3.8319, 0.5854, 0.8891], [1.4300, 3.0595, -2.4790], [-1.6524, 1.5520, -4.6184], [-0.7886, -5.2068, 0.3497], [-3.6550, 0.3980, 3.8211], [5.2537, 3.4843, -2.1736], [-0.3634, 1.5229, -2.9851], [-2.4148, 3.7836, -4.9961], [3.8557, -4.0086, 1.3255], [0.0439, 3.2215, -4.0928], [0.5666, -5.2895, 3.4586], [4.6779, 1.2430, -2.8013], [0.5915, 2.4392, -3.5662], [-3.2928, 5.0434, -3.4931], [0.2782, -6.5961, 3.8242], [-4.1213, 6.0665, -1.7994], [-1.9662, -3.6529, -2.0219], [4.0354, 0.3771, -2.6848], [0.0328, 0.6919, -1.9663], [-3.3965, 4.1102, -1.2799], [5.9063, 0.3419, -4.3043], [-2.3810, 3.0182, 4.7716], [0.5136, -3.4349, 2.0328], [-2.2528, 0.6892, -3.2004], [-1.9776, -2.9459, 0.6292], [-0.9797, -0.6036, -1.5118], [1.5952, -2.9687, -0.2080], [0.8594, 2.5277, 0.7426], [4.6991, -3.0592, 0.0718], [6.3068, 3.4710, -3.0822], [-2.6326, -3.6113, -0.4170], [-3.8108, -3.7857, 2.0625], [2.0400, 2.0101, -1.6929], [-0.7910, -6.8940, 1.6840], [-0.5045, -5.5891, 1.3206], [-2.0229, -2.2918, 3.3049], [0.1612, -4.7669, 2.2262], [-1.6642, 0.7699, 3.4269], [-4.5604, -5.1470, -1.5949], [0.8005, 3.7079, -1.8529], [-3.8186, -4.3346, -0.2596], [-0.0714, 4.3893, 2.1486], [1.9497, -0.2439, -0.2629], [-3.4910, 5.8551, -4.1823], [6.5434, 2.3428, -3.8512], [3.2857, 2.3627, -1.0429], [3.4751, 1.6373, -0.2536], [-3.6454, 5.1615, -2.1563], [-2.5683, 0.5632, 5.2119], [-0.4146, -7.3958, 2.9295], [-1.3185, -7.5311, 0.9858], [1.8789, -1.3874, 3.0157], [0.0448, -1.8852, 0.5017], [5.0657, 4.3688, -1.5750], [7.3598, 2.3302, -4.5620], [-0.6579, -8.4156, 3.1978], [1.4551, -4.0805, 4.3381], [1.2458, -2.9367, 3.0187], [-4.0811, 2.5570, 4.9603], [-1.0251, 2.0582, 1.3571], [3.7677, -3.1858, 0.6177], [-0.0408, 3.3179, 3.5581], [-3.1951, 2.4392, 4.3334], [-4.4112, -4.4255, 0.9896], [-1.6891, 0.6756, 1.8213], [2.2244, 3.6668, -2.9181], [-2.4267, 2.8296, -3.0753], [3.1863, 3.3465, -0.5691], [3.5009, -2.2760, 1.1458], [-2.6851, 3.8787, -3.9492], [1.2402, 1.9228, -4.2853], [0.5886, -6.9806, 4.7873], [5.7249, 1.2269, -3.7077], [1.3035, 0.8946, -1.3670], [-2.6284, -3.0686, 1.8703], [-0.6268, -0.3942, 1.5585]],
  "forces_ev_per_a": [[0.06, -0.01, -0.01], [-0.01, 0.00, 0.02], [0.09, 0.14, -0.09], [0.10, 0.03, 0.01], [0.07, -0.07, -0.05], [0.23, -0.08, 0.16], [0.00, 0.01, 0.00], [0.00, -0.01, 0.00], [-0.03, 0.01, -0.04], [-0.01, -0.01, -0.01], [0.05, 0.03, -0.01], [0.00, -0.01, 0.02], [-0.03, -0.01, 0.01], [0.03, 0.03, -0.01], [-0.02, 0.03, -0.03], [0.01, 0.00, 0.01], [-0.11, -0.27, 0.24], [0.00, 0.03, 0.03], [0.00, -0.03, -0.01], [0.05, -0.05, 0.05], [0.00, -0.02, 0.01], [0.02, 0.00, 0.00], [0.00, 0.00, 0.07], [0.00, 0.00, -0.01], [-0.02, -0.02, 0.00], [0.00, -0.01, 0.00], [0.04, 0.00, 0.06], [0.00, 0.00, -0.02], [-0.04, -0.01, -0.01], [0.00, 0.00, 0.02], [-0.02, -0.04, -0.01], [0.00, 0.01, 0.00], [0.00, 0.09, -0.06], [0.00, 0.00, 0.00], [0.00, -0.07, -0.08], [-0.01, 0.00, -0.03], [0.00, 0.00, 0.00], [0.02, 0.01, 0.00], [-0.13, -0.07, -0.13], [0.00, -0.01, 0.02], [-0.15, 0.04, -0.02], [-0.09, -0.18, 0.08], [-0.11, -0.02, 0.04], [0.00, -0.02, 0.00], [0.00, -0.01, -0.02], [-0.01, -0.02, 0.00], [-0.04, -0.02, 0.12], [0.01, 0.03, 0.03], [-0.02, 0.06, 0.03], [0.01, 0.03, -0.01], [-0.03, -0.02, -0.09], [0.14, -0.18, -0.01], [-0.03, 0.08, 0.01], [-0.01, 0.12, -0.09], [-0.01, 0.00, 0.02], [0.02, -0.01, 0.01], [0.02, 0.01, -0.05], [0.00, 0.01, 0.01], [-0.23, -0.13, 0.00], [0.00, 0.00, 0.00], [-0.02, 0.00, 0.02], [0.02, -0.02, -0.01], [0.00, 0.01, 0.02], [0.01, -0.03, -0.02], [0.00, -0.01, 0.00], [0.02, 0.04, 0.02], [0.00, 0.00, -0.01], [0.00, -0.01, -0.10], [0.66, 0.52, 0.07], [0.00, 0.00, 0.00], [0.00, 0.00, 0.00], [0.00, 0.00, 0.00], [0.05, 0.04, 0.02], [-0.17, -0.12, 0.05], [-0.01, -0.01, 0.00], [0.03, 0.08, -0.08], [0.07, -0.01, -0.05], [-0.04, -0.01, 0.06], [0.06, 0.03, -0.02], [-0.05, -0.05, 0.00], [0.06, 0.11, 0.19], [0.00, 0.00, 0.00], [-0.01, 0.04, 0.01], [0.00, 0.02, -0.02], [-0.04, 0.05, 0.02], [-0.01, -0.01, 0.00], [0.00, -0.01, -0.01], [0.00, 0.00, 0.00], [0.00, 0.02, 0.01], [-0.06, 0.02, -0.02], [-0.12, 0.10, -0.14], [-0.25, -0.16, -0.22]],
  "multiplicity": 2,
  "e_lumo_ev": [2.177, 1.741],
  "total_charge": -1,
  "gap_ev": [6.16, 6.41]
}

=====

No. 2
{
  "formula": "C37H35GeMnN4O6",
  "method": "wB97M-V/def2-TZVPD",
  "elements": ["C", "C", "H", "C", "C", "C", "O", "H", "O", "H", "C", "H", "C", "O", "C", "H", "H", "H", "C", "C", "N", "H", "C", "H", "C", "C", "H", "H", "C", "H", "C", "C", "H", "O", "H", "H", "H", "C", "Ge", "H", "Mn", "H", "H", "H", "H", "C", "C", "H", "H", "H", "H", "C", "C", "C", "H", "C", "C", "H", "C", "H", "C", "N", "C", "O", "C", "C", "C", "N", "C", "C", "H", "H", "N", "C", "H", "H", "H", "C", "H", "O", "C", "C", "H", "C"],
  "coordinates": [[-0.3982, 6.5601, -3.3654], [-3.1890, -2.6922, -1.9813], [1.0799, -0.6781, -3.7461], [-2.6247, 3.9238, 3.9059], [2.2889, -1.7454, 2.0279], [-1.2136, -3.0107, -0.3971], [-1.1679, -4.2031, -0.5762], [-3.3385, 3.7498, 4.7008], [0.1229, 1.3207, 0.3899], [0.4917, 5.1359, 3.4033], [-5.3758, -0.0631, 1.4039], [-2.2278, 7.3571, -4.1527], [-0.4752, 4.7041, 3.1730], [-0.4912, -2.3381, 0.4506], [1.0212, 1.5672, 1.3111], [-0.4368, -0.0639, -3.0571], [3.3705, -1.7143, 2.1768], [0.0451, 7.4534, 1.9795], [-3.9805, -1.8519, -2.7105], [1.9404, 8.3373, 2.4451], [-1.9149, -0.8491, -1.1465], [1.9460, -2.7819, 1.9904], [-0.4893, 5.7111, -1.1019], [-2.4016, 5.8854, -0.1376], [3.0477, 6.1979, 1.0856], [-2.3805, 1.3928, -1.8368], [3.7099, -1.5774, -0.1229], [2.8739, -0.9949, -2.3497], [2.3409, -0.6469, -1.4588], [-3.3230, -3.7642, -1.9730], [-2.6784, 0.0113, -1.8700], [-1.3805, 4.4632, 4.1958], [2.6759, 0.3706, -1.2189], [0.9479, -0.6525, -1.6835], [1.2748, 2.9116, -1.0351], [-4.7838, -2.2413, -3.3238], [1.2743, 5.7144, -2.3236], [-1.7433, 6.9003, -3.2991], [0.4599, 4.9056, 0.4264], [1.5019, 9.1703, 2.9807], [-0.3216, -0.5013, 0.5818], [-3.5047, 6.9328, -2.0770], [0.1686, 6.7556, -4.2672], [-4.7532, 2.5157, -3.9667], [4.9468, 7.0846, 1.5345], [0.2210, 5.9719, -2.2731], [-3.7384, -0.4603, -2.6853], [-1.5619, 1.7215, -1.2076], [-1.1193, 4.7083, 5.2176], [2.5928, 3.9937, -0.6355], [-2.3108, 3.5872, 0.5561], [0.6397, -0.0769, -2.9448], [2.6314, -1.5681, -0.3097], [3.3192, 8.2387, 2.3251], [-3.9309, 3.2085, 2.3663], [1.1227, 7.3683, 1.8847], [1.6616, 6.2789, 1.1988], [-2.8742, 3.3226, -2.5754], [-3.0526, -0.3854, 1.7387], [2.3818, 3.1367, 1.8226], [-2.1583, -2.1381, -1.2050], [-1.8807, -0.2848, 1.6598], [-0.7966, 4.4019, 1.8509], [1.9519, -1.0613, 0.8221], [1.7145, 3.4941, -0.2273], [-1.8344, 6.0682, -1.0433], [-2.9536, 3.6161, 2.5944], [-4.2707, -0.5482, 1.9005], [2.1064, 2.5659, 0.9336], [-3.1091, 2.2665, -2.5924], [2.2899, -2.5839, -0.5369], [2.9689, 1.9401, 0.6803], [-6.3893, 0.3204, 0.9970], [-4.4878, 0.4751, -3.4342], [1.0250, 0.9458, -3.0120], [1.7947, -1.2130, 2.8354], [3.5058, 5.3686, 0.5616], [-4.1766, 1.8039, -3.3906], [3.9601, 8.9942, 2.7614], [1.0246, 0.9471, 2.3669], [3.8721, 7.1689, 1.6388], [-2.0423, 3.8421, 1.5747], [-5.3152, 0.1185, -4.0354], [-2.4575, 6.6613, -2.1344]],
  "forces_ev_per_a": [[0.03, -0.01, -0.04], [-0.07, -0.08, -0.04], [0.01, 0.00, 0.03], [0.04, 0.05, 0.03], [-0.12, -0.10, 0.18], [-0.56, 0.05, -0.43], [0.08, 0.05, 0.14], [-0.01, -0.02, -0.01], [0.09, -0.30, -0.35], [-0.03, 0.02, 0.04], [-0.04, 0.37, -0.32], [-0.01, 0.01, 0.01], [0.05, -0.05, -0.03], [0.62, -0.26, 0.47], [0.18, 0.23, 0.60], [-0.04, 0.00, -0.01], [-0.01, 0.02, -0.03], [0.01, 0.05, 0.05], [0.06, -0.05, 0.02], [-0.07, 0.06, 0.04], [0.24, -0.03, 0.19], [-0.01, 0.02, -0.06], [0.08, -0.20, 0.29], [-0.01, 0.04, -0.03], [-0.03, -0.01, 0.00], [0.04, 0.03, 0.06], [-0.01, -0.05, 0.08], [0.00, 0.00, -0.01], [0.11, -0.04, 0.11], [0.01, 0.00, -0.01], [-0.24, 0.02, -0.20], [-0.02, -0.01, 0.05], [0.01, 0.01, -0.07], [-0.06, -0.09, 0.01], [-0.11, 0.05, -0.02], [-0.03, 0.02, 0.02], [-0.01, 0.02, -0.08], [0.04, 0.01, 0.00], [0.40, 0.22, -0.20], [0.00, 0.00, -0.02], [0.03, -0.18, -0.79], [0.01, 0.00, 0.01], [-0.01, 0.00, 0.00], [0.00, -0.02, 0.00], [0.00, 0.01, 0.02], [0.01, -0.07, 0.05], [0.19, 0.05, 0.20], [0.00, 0.06, 0.00], [0.01, -0.02, 0.00], [0.01, 0.02, 0.02], [-0.03, -0.02, -0.02], [-0.03, 0.08, -0.01], [0.00, -0.08, -0.20], [0.05, -0.01, -0.03], [0.02, -0.06, -0.02], [-0.04, -0.05, -0.09], [-0.18, -0.19, -0.07], [0.02, 0.05, 0.02], [0.07, 0.34, -0.38], [0.01, -0.14, 0.08], [0.15, 0.19, -0.03], [-0.04, 0.16, 0.41], [0.29, 0.06, -0.31], [-0.34, 0.25, -0.04], [-0.36, -0.06, 0.40], [0.01, 0.00, 0.03], [-0.16, -0.10, -0.03], [-0.08, -0.61, 0.55], [-0.38, 0.13, -0.17], [0.05, -0.04, 0.10], [0.00, 0.00, 0.05], [0.05, 0.02, 0.00], [0.08, -0.04, 0.04], [-0.06, 0.06, -0.02], [-0.03, 0.00, 0.04], [0.03, -0.01, 0.00], [0.03, 0.00, 0.02], [-0.10, -0.04, -0.08], [-0.01, 0.00, 0.01], [0.10, 0.19, -0.23], [0.03, 0.02, 0.02], [0.03, -0.01, 0.01], [0.02, 0.01, -0.01], [-0.08, -0.03, -0.04]],
  "multiplicity": 5,
  "e_lumo_ev": [-1.692, -0.637],
  "e_above_lowest_ev": 0.401,
  "gap_ev": [7.18, 8.34]
}